# C47H59N8OS2

A cluster of 6 separate species, C47H59N8OS2 in total in a non-equilibrium geometry (ωB97M-V/def2-TZVPD, the Open Molecules 2025 dataset).

M in g/mol: 816.2
Highest occupied orbital energy in eV: -9.49
Energy above the lowest of the compared OMol25 structures with the same formula, charge and spin in kcal/mol: 0.0
E_tot in eV: -85324.1136
Net charge: +1

CARTESIAN COORDINATES (ANGSTROEM)
C  -0.5637  4.7103  -0.1833
C  -1.6510  3.6153  -0.1832
C  -1.1095  2.2794  -0.6846
C  -2.1579  1.3148  -1.2564
C  -2.8935  0.5284  -0.2062
N  -2.7440  0.9605  1.0223
N  -3.3824  0.3037  1.9661
O  -3.2553  0.7885  3.2153
C  -2.0245  0.3056  3.8738
C  -2.3888  -0.7486  4.9014
C  -3.1664  -0.1158  6.0773
C  -4.1229  -0.7534  1.7399
C  -4.3108  -1.2468  0.4653
C  -3.6856  -0.5988  -0.5720
C  -3.8794  -1.0768  -1.9757
C  -2.6012  -1.5331  -2.7033
C  -1.5528  -2.1326  -1.7765
S  0.0358  -1.9891  -2.6590
C  1.0475  -3.1271  -1.7142
S  1.7278  -2.5841  -0.3520
N  1.1779  -4.4196  -2.2797
C  2.1228  -4.3209  -3.3855
C  1.6789  -4.6368  -4.6612
C  2.5291  -4.5293  -5.7580
C  3.8416  -4.1025  -5.5958
C  4.2895  -3.7904  -4.3136
C  3.4357  -3.8928  -3.2218
C  1.4332  -5.4653  -1.3222
C  0.5175  -5.6362  -0.2828
C  0.6920  -6.6066  0.6851
C  1.7992  -7.4478  0.6238
C  2.6957  -7.3209  -0.4247
C  2.5102  -6.3348  -1.3906
H  0.3838  4.3302  -0.5515
H  -0.3660  5.0247  0.8372
H  -0.8835  5.5745  -0.7535
H  -2.5343  3.9389  -0.7273
H  -1.9379  3.4815  0.8565
H  -0.4468  2.5004  -1.5213
H  -0.4959  1.7717  0.0543
H  -1.6253  0.6375  -1.9127
H  -2.8757  1.8713  -1.8569
H  -1.5832  1.1733  4.3467
H  -1.3585  -0.0579  3.0955
H  -3.0685  -1.4325  4.3991
H  -1.4926  -1.2638  5.2235
H  -4.1244  -0.6056  6.2150
H  -2.6063  -0.2774  6.9928
H  -3.3354  0.9485  5.9492
H  -4.6054  -1.2078  2.5882
H  -4.9335  -2.1067  0.2928
H  -4.5822  -1.9029  -1.9277
H  -4.3624  -0.2971  -2.5626
H  -2.1527  -0.7159  -3.2586
H  -2.8677  -2.2743  -3.4490
H  -1.7408  -3.1822  -1.5692
H  -1.4257  -1.5730  -0.8535
H  0.6631  -4.9574  -4.8328
H  2.1775  -4.7526  -6.7530
H  4.5251  -3.9991  -6.4239
H  5.3031  -3.4694  -4.1343
H  3.7864  -3.6437  -2.2315
H  -0.3248  -4.9590  -0.2535
H  -0.0285  -6.6881  1.4825
H  1.9540  -8.1950  1.3849
H  3.5432  -7.9800  -0.5012
H  3.2299  -6.2777  -2.1913
N  3.5803  -1.2166  3.5414
C  3.7905  -0.2752  4.5124
C  3.7931  0.9549  3.9111
C  3.5743  0.7472  2.5216
C  3.4454  -0.6022  2.3263
H  3.5372  -2.2066  3.6958
H  3.9224  -0.5602  5.5419
H  3.9391  1.8988  4.4089
H  3.5207  1.5023  1.7551
H  3.2699  -1.1735  1.4315
N  -1.1452  7.4187  -3.6257
C  -0.2415  8.4296  -3.8117
C  0.9065  7.8797  -4.3141
C  0.6870  6.4811  -4.4402
C  -0.5871  6.2284  -4.0092
H  -2.0732  7.5342  -3.2647
H  -0.4924  9.4485  -3.5725
H  1.8039  8.4186  -4.5661
H  1.3850  5.7473  -4.8067
H  -1.1432  5.3086  -3.9433
N  3.9395  -2.5194  -9.0769
C  3.1406  -1.8537  -9.9672
C  3.8864  -1.5905  -11.0838
C  5.1863  -2.1210  -10.8605
C  5.1869  -2.6886  -9.6156
H  3.6542  -2.8344  -8.1694
H  2.1157  -1.6257  -9.7301
H  3.5406  -1.0759  -11.9643
H  6.0230  -2.0891  -11.5375
H  5.9640  -3.1957  -9.0695
N  -5.8105  0.6073  8.9131
C  -6.8928  -0.1399  9.2951
C  -6.6158  -0.6814  10.5207
C  -5.3169  -0.2415  10.8955
C  -4.8471  0.5527  9.8852
H  -5.7363  1.1179  8.0541
H  -7.7621  -0.2205  8.6654
H  -7.2709  -1.3200  11.0885
H  -4.7907  -0.4800  11.8043
H  -3.9161  1.0820  9.7750
N  2.3940  7.0854  3.5671
C  2.0110  6.2510  2.5544
C  2.2998  4.9673  2.9352
C  2.8759  5.0314  4.2336
C  2.9194  6.3512  4.5949
H  2.3051  8.0843  3.5576
H  1.5710  6.6405  1.6522
H  2.1206  4.0807  2.3492
H  3.2209  4.2041  4.8309
H  3.2787  6.8285  5.4901

Atomic partial charges in e from the Mulliken method, atoms 1 to 99: -1.26, -0.19, -1.31, 0.02, 0.75, -0.40, 0.28, -0.36, -0.70, -0.18, -1.15, -0.46, -1.05, 1.21, -1.45, -1.07, -0.30, -0.25, 0.10, -0.10, 0.41, -0.93, 0.14, -0.65, -0.51, -1.15, 0.32, 0.58, 0.16, -0.79, -0.45, -0.89, -0.30, 0.47, 0.32, 0.18, 0.43, 0.13, 0.69, 0.24, -0.19, 0.50, 0.45, 0.38, 0.10, 0.42, 0.32, 0.36, 0.35, 0.56, 0.49, 0.46, 0.37, 0.49, 0.56, 0.43, 0.17, 0.45, 0.46, 0.56, 0.41, 0.44, 0.24, 0.41, 0.40, 0.40, 0.41, 0.05, -0.79, -0.12, -0.52, -0.46, 0.19, 0.40, 0.41, 0.48, 0.35, 0.02, -0.53, -0.41, -0.38, -0.57, 0.20, 0.39, 0.40, 0.40, 0.47, 0.08, -0.47, -0.45, -0.60, -0.22, 0.21, 0.34, 0.39, 0.38, 0.33, 0.01, -0.49

# C5H3NO

A structure of composition C5H3NO in a non-equilibrium geometry (ωB97M-V/def2-TZVPD, the Open Molecules 2025 dataset).

M in g/mol: 93.1
Highest occupied orbital energy in eV: -8.53
Energy above the lowest of the compared OMol25 structures with the same formula, charge and spin in kcal/mol: 139.0
E_tot in eV: -8763.9809

CARTESIAN COORDINATES (ANGSTROEM)
C  -0.9540  1.2989  1.3777
C  0.0396  0.8307  0.9422
C  0.5882  -0.1407  0.2899
C  -0.6789  -0.6430  -0.1111
O  -0.5318  -1.0006  -1.3709
N  0.7446  -0.7176  -1.8186
C  1.3335  -0.1743  -0.8482
H  -1.4832  1.7029  2.1850
H  -1.4028  -1.2758  0.3590
H  2.3448  0.1196  -1.0050

Partial charges, Mulliken, in e: -0.65, 0.16, 0.32, -0.09, -0.14, -0.30, -0.49, 0.33, 0.43, 0.42

# C4H7N3OS

The molecule C4H7N3OS in a non-equilibrium geometry (ωB97M-V/def2-TZVPD, the Open Molecules 2025 dataset).

M in g/mol: 145.2
Highest occupied orbital energy in eV: -8.52
SMILES string: CN(C)c1nc(=O)[nH]s1
Energy above the lowest of the compared OMol25 structures with the same formula, charge and spin in kcal/mol: 26.9
E_tot in eV: -21613.6617

CARTESIAN COORDINATES (ANGSTROEM)
C  1.3583  -0.0754  0.1256
C  3.4416  -0.7120  -0.0373
C  -0.6802  -1.3408  0.2310
C  -0.6763  1.0947  -0.2639
N  2.1522  -1.0579  0.0755
N  3.5867  0.7523  -0.0477
N  0.0544  -0.0901  0.1305
O  4.4358  -1.3927  -0.1871
S  2.1580  1.6013  0.0920
H  0.1647  -1.9883  0.4169
H  -1.3762  -1.2723  1.0567
H  -1.2214  -1.7108  -0.6818
H  -0.5931  1.2774  -1.4516
H  -1.6175  0.9497  0.2866
H  -0.1718  2.0936  0.0643
H  4.4714  1.1038  0.3336

Partial charges, Mulliken, in e: 0.71, 0.30, -0.92, -0.93, -0.47, -0.14, -0.01, -0.59, -0.14, 0.34, 0.35, 0.30, 0.31, 0.30, 0.30, 0.27

| no. | HOMO-LUMO gap (eV) |
| --- | --- |
| 1 | 5.18 |
| 2 | 8.83 |
| 3 | 8.97 |